The following is a quantum chemistry calculation of C51H78N3O3S4SbW as an isolated structure, from the OMol25 dataset.

CARTESIAN COORDINATES (ANGSTROEM)
W: 0.886660 -0.276410 -0.815610
C: -7.080994 -1.272727 -2.417908
C: -6.652711 -0.506446 -1.158508
C: -7.179549 0.925049 -1.258641
C: -7.282510 -1.165129 0.076402
C: -5.132005 -0.547325 -1.041020
C: -4.330604 0.572279 -1.108560
C: -2.948027 0.505684 -0.971386
C: -2.232145 1.832692 -0.991042
N: -1.663155 2.213572 0.280590
C: -0.924842 3.453770 0.227196
C: 0.143189 3.487291 1.315308
N: 0.962073 2.271931 1.338535
C: 1.034329 1.657537 2.657235
C: -0.300603 1.137151 3.197293
N: -1.083415 0.317256 2.278234
C: -2.454310 0.795686 2.131592
C: -2.555409 2.137227 1.418984
C: -1.142468 -1.081681 2.625675
C: 0.085091 -1.975143 2.575888
C: -0.101744 -3.148841 3.306496
C: 0.859726 -4.131833 3.401865
C: 2.113095 -3.799798 2.907173
C: 2.399773 -2.611164 2.247332
C: 1.297925 -1.786473 1.903363
O: 1.393263 -0.790210 0.946198
C: 3.902318 -2.298175 2.138680
C: 4.218946 -0.898254 1.631241
C: 4.607036 -3.364732 1.283894
C: 4.487642 -2.352837 3.565427
C: 0.616663 -5.491208 4.047599
C: 1.597727 -5.713089 5.206086
C: -0.806592 -5.620131 4.589672
C: 0.833072 -6.574708 2.981725
C: 2.298900 2.526184 0.820819
C: 2.330859 3.129769 -0.566520
C: 3.126836 4.242896 -0.759306
C: 3.253996 4.852161 -2.001483
C: 2.535062 4.306160 -3.050173
C: 1.714224 3.178487 -2.939004
C: 1.635083 2.599904 -1.667118
O: 0.854021 1.489741 -1.429173
C: 1.078437 2.630049 -4.229381
C: 2.009875 1.547050 -4.792072
C: 0.931698 3.732998 -5.291930
C: -0.322938 2.046057 -4.036754
C: 4.147804 6.079895 -2.158090
C: 3.602169 7.212916 -1.277786
C: 4.206135 6.574998 -3.603280
C: 5.574440 5.729767 -1.712458
C: -2.315860 -0.735312 -0.780726
O: -0.964084 -0.735642 -0.528814
C: -3.102948 -1.923665 -0.766315
C: -4.480413 -1.761417 -0.876919
C: -2.590450 -3.379147 -0.761394
C: -3.715820 -4.400309 -0.531012
C: -1.569919 -3.653217 0.338260
C: -2.008509 -3.681029 -2.148306
H: -8.168418 -1.255806 -2.520149
H: -6.762252 -2.315313 -2.377309
H: -6.644660 -0.822346 -3.311247
H: -8.269344 0.908797 -1.312631
H: -6.811426 1.429479 -2.153950
H: -6.896618 1.518826 -0.387024
H: -8.371750 -1.127763 0.006616
H: -6.979410 -0.646901 0.988363
H: -6.990851 -2.211693 0.171254
H: -4.766267 1.552624 -1.246713
H: -2.958968 2.583978 -1.348726
H: -1.424011 1.816039 -1.714289
H: -1.578245 4.337728 0.341642
H: -0.458319 3.541697 -0.752171
H: -0.331857 3.619374 2.289312
H: 0.772148 4.373395 1.167597
H: 1.438100 2.365891 3.404571
H: 1.741969 0.834517 2.593346
H: -0.911441 1.984011 3.522665
H: -0.072324 0.575427 4.114228
H: -2.968121 0.872426 3.108419
H: -3.001154 0.053392 1.551561
H: -2.307307 2.944820 2.109657
H: -3.606231 2.300903 1.134949
H: -1.900213 -1.537513 1.984931
H: -1.520867 -1.193487 3.659644
H: -1.065933 -3.280158 3.782108
H: 2.935346 -4.481924 3.080954
H: 3.880142 -0.726784 0.616849
H: 5.300882 -0.748473 1.654545
H: 3.768536 -0.143909 2.279733
H: 4.018366 -3.628867 0.406628
H: 4.773623 -4.281265 1.853324
H: 5.580242 -3.006231 0.942763
H: 4.002691 -1.614642 4.207468
H: 5.554380 -2.120590 3.524336
H: 4.375495 -3.331382 4.029951
H: 1.483631 -4.936916 5.965206
H: 2.634688 -5.705925 4.868509
H: 1.409740 -6.681314 5.675072
H: -1.014713 -4.872805 5.357930
H: -0.936806 -6.605730 5.039645
H: -1.549237 -5.515907 3.795879
H: 1.851359 -6.546285 2.590638
H: 0.147632 -6.433098 2.143706
H: 0.658740 -7.566064 3.406054
H: 2.851194 1.583024 0.817858
H: 2.848852 3.211558 1.488088
H: 3.655918 4.641202 0.098808
H: 2.622626 4.767356 -4.018761
H: 3.006361 1.953821 -4.974853
H: 1.614360 1.169428 -5.738580
H: 2.120089 0.703996 -4.110290
H: 1.891092 4.047909 -5.702777
H: 0.413688 4.610891 -4.899765
H: 0.347142 3.339404 -6.124298
H: -0.324287 1.159819 -3.409532
H: -0.720205 1.753070 -5.010285
H: -1.004321 2.784079 -3.607061
H: 2.585520 7.477648 -1.574664
H: 4.230073 8.101604 -1.372828
H: 3.582446 6.926078 -0.225414
H: 3.224543 6.887746 -3.964748
H: 4.594080 5.807777 -4.276091
H: 4.871107 7.438116 -3.663218
H: 5.609953 5.437637 -0.662390
H: 6.230055 6.593704 -1.840973
H: 5.972997 4.904578 -2.305100
H: -5.094754 -2.646704 -0.846018
H: -4.237360 -4.233343 0.414472
H: -3.264037 -5.392641 -0.492079
H: -4.447626 -4.416433 -1.339421
H: -2.034844 -3.545330 1.318456
H: -0.710070 -3.000677 0.289211
H: -1.211325 -4.682914 0.258695
H: -2.764685 -3.515085 -2.919035
H: -1.687277 -4.724270 -2.200025
H: -1.159250 -3.045264 -2.376033
S: 3.149217 0.058076 -1.566055
Sb: 3.916967 -2.151102 -2.364862
S: 0.520503 -1.287797 -2.964228
S: 1.331957 -2.575529 -1.599227
S: 3.612332 -1.925765 -4.550925

Forces on the atoms, in the same order (eV/Å):
W 0.368 -0.918 -0.787
C -0.007 -0.004 0.004
C 0.009 0.014 -0.012
C 0.005 0.003 -0.008
C 0.001 0.006 0.007
C -0.029 -0.038 0.012
C 0.011 -0.011 0.052
C -0.017 -0.029 0.010
C 0.056 0.007 -0.003
N -0.051 0.116 0.013
C -0.011 -0.036 0.014
C 0.066 -0.027 0.005
N 0.028 0.099 0.022
C -0.045 0.018 -0.071
C 0.020 -0.032 0.020
N 0.021 0.010 0.008
C -0.034 -0.022 0.046
C 0.031 -0.017 -0.039
C -0.030 -0.072 -0.052
C 0.020 0.087 0.073
C 0.007 0.006 0.049
C -0.011 -0.016 0.007
C -0.003 -0.015 -0.008
C -0.048 0.044 0.006
C 0.007 0.033 0.039
O -0.127 0.169 -0.017
C 0.009 -0.031 0.002
C -0.039 0.007 -0.048
C 0.016 0.025 -0.039
C 0.023 0.017 0.002
C 0.006 -0.004 0.001
C -0.002 0.002 0.012
C -0.006 -0.003 -0.008
C 0.004 -0.003 0.005
C -0.055 -0.059 -0.024
C -0.031 0.011 0.028
C -0.039 0.018 0.007
C -0.003 -0.006 -0.008
C 0.028 -0.007 -0.012
C 0.003 0.039 -0.001
C -0.063 -0.002 -0.040
O -0.176 -0.051 0.506
C 0.026 -0.015 -0.012
C -0.011 -0.027 0.026
C 0.020 -0.005 0.005
C -0.035 -0.005 0.023
C -0.002 0.004 -0.002
C 0.008 0.002 0.001
C -0.010 0.003 0.002
C 0.005 0.003 -0.002
C -0.051 -0.214 -0.049
O 0.211 0.631 -0.054
C 0.080 0.068 -0.018
C -0.048 0.020 -0.009
C -0.013 0.000 -0.024
C -0.013 -0.016 0.004
C 0.014 -0.066 -0.048
C 0.025 -0.002 0.014
H -0.001 0.000 0.002
H -0.003 0.000 -0.003
H 0.000 0.001 0.000
H -0.002 -0.001 -0.003
H 0.006 0.001 0.002
H -0.005 -0.001 0.003
H -0.002 -0.002 0.000
H -0.002 0.002 0.000
H 0.007 0.000 0.000
H 0.002 0.004 0.004
H -0.006 -0.010 -0.028
H 0.045 -0.013 -0.039
H 0.005 0.014 -0.012
H 0.027 -0.018 -0.009
H -0.006 -0.006 0.006
H -0.001 0.020 0.009
H 0.008 -0.014 0.014
H 0.051 -0.062 -0.022
H 0.000 -0.001 -0.015
H -0.013 -0.003 0.007
H 0.018 -0.008 0.010
H -0.014 0.007 0.027
H 0.002 -0.003 0.006
H -0.002 0.006 0.005
H 0.032 0.007 -0.066
H -0.037 -0.023 -0.028
H 0.006 -0.005 -0.002
H -0.016 0.006 0.001
H -0.017 0.021 -0.068
H -0.006 0.003 0.000
H -0.034 0.025 -0.011
H -0.008 0.039 -0.077
H -0.032 -0.004 -0.023
H 0.017 -0.002 0.039
H 0.001 -0.003 0.003
H -0.001 0.001 0.001
H 0.007 0.003 0.005
H -0.002 -0.001 0.000
H 0.003 0.010 -0.006
H 0.001 -0.002 0.002
H 0.001 -0.008 0.008
H -0.001 -0.003 -0.002
H 0.001 0.010 0.000
H -0.002 -0.006 -0.003
H -0.004 0.000 0.001
H 0.004 -0.001 0.002
H 0.012 -0.069 0.000
H 0.048 -0.006 -0.021
H 0.001 -0.004 -0.001
H -0.003 0.001 -0.003
H 0.005 0.003 -0.006
H -0.001 -0.011 0.003
H -0.001 0.029 -0.021
H 0.001 0.009 0.004
H -0.009 -0.002 0.003
H 0.009 -0.007 -0.003
H -0.032 0.033 -0.003
H 0.000 0.004 -0.001
H -0.008 -0.001 0.004
H 0.000 0.001 -0.002
H 0.002 -0.001 0.001
H -0.002 0.005 0.001
H -0.002 -0.004 0.000
H 0.005 0.002 0.000
H 0.000 0.001 0.000
H -0.005 -0.008 -0.002
H 0.000 0.003 0.003
H 0.002 0.002 -0.004
H 0.009 0.037 -0.009
H -0.003 0.010 -0.011
H 0.005 -0.003 0.017
H 0.015 -0.020 -0.010
H -0.004 -0.004 0.051
H 0.122 0.111 0.026
H 0.023 0.017 -0.016
H -0.009 -0.012 0.007
H 0.018 0.000 0.006
H -0.079 -0.019 0.001
S -0.169 0.067 0.196
Sb -0.028 0.012 0.119
S 0.009 0.188 0.170
S -0.077 -0.043 0.136
S 0.002 -0.012 -0.003

Calculated values
E_HOMO = -7.743 eV
molar mass = 1215.07 g/mol
charge = 0